No. 1
A cluster of 2 separate species, C3H7O4S in total. Source: the Open Molecules 2025 dataset; level of theory: the ωB97M-V functional and the def2-TZVPD basis.

lowest unoccupied orbital energy (spin up / spin down): 3.80 / 2.67 eV
spin multiplicity: 3
<S²>: 2.013
net charge: -1
HOMO (spin up / spin down): -0.82 / -5.47 eV
frontier orbital gap (spin up / spin down): 0.17010 / 0.29932 hartree

Last column: natural (NBO) charge in e.
CARTESIAN COORDINATES (ANGSTROEM)
C: 2.03 -1.23 0.28  -0.5880
C: 0.63 -0.88 -0.07  -0.5219
C: -0.19 0.09 0.69  0.0888
O: -2.09 -1.42 0.16  -0.9458
O: -1.91 0.40 -1.44  -0.9797
O: 0.21 0.76 1.61  -0.5898
O: -1.53 3.23 -0.54  -0.9839
S: -2.01 0.04 -0.03  1.5241
H: 2.32 -2.21 -0.19  0.1974
H: 2.33 -1.43 1.45  0.1934
H: 2.79 -0.48 -0.09  0.1976
H: 0.62 -0.66 -1.19  0.1903
H: -0.09 -1.66 0.01  0.2520
H: -1.89 2.39 -0.94  0.4971
H: -1.22 3.06 0.30  0.4683

No. 2
The ion C3H7O4S2 with charge -1. Source: the Open Molecules 2025 dataset; level of theory: the ωB97M-V functional and the def2-TZVPD basis.

lowest unoccupied orbital energy: 3.33 eV
net charge: -1
HOMO: -5.39 eV
frontier orbital gap: 0.32032 hartree

Last column: natural (NBO) charge in e.
CARTESIAN COORDINATES (ANGSTROEM)
C: -1.40 -0.09 0.18  -0.6227
C: -0.04 -0.58 -0.30  0.0909
O: 0.06 -0.55 -1.70  -0.7455
C: 1.05 0.37 0.36  -0.6428
S: 1.06 2.00 -0.34  -0.1407
S: 2.71 -0.34 0.07  2.3613
O: 2.70 -0.96 -1.25  -1.0236
O: 2.95 -1.38 1.10  -1.0241
O: 3.72 0.73 0.23  -0.9975
H: -2.20 -0.72 -0.37  0.2136
H: -1.31 -0.20 1.31  0.2014
H: -1.50 0.94 0.01  0.2096
H: 0.17 -1.61 -0.08  0.1816
H: 0.99 -0.63 -1.79  0.4971
H: 0.83 0.43 1.39  0.2253
H: 2.44 1.89 -0.14  0.2160

No. 3
A cluster of 2 separate species, C3H7O4S2 in total. Source: the Open Molecules 2025 dataset; level of theory: the ωB97M-V functional and the def2-TZVPD basis.

lowest unoccupied orbital energy: 3.56 eV
net charge: -1
HOMO: -4.05 eV
frontier orbital gap: 0.27964 hartree

Last column: natural (NBO) charge in e.
CARTESIAN COORDINATES (ANGSTROEM)
C: -2.55 0.41 0.43  -0.6164
C: -1.13 -0.28 0.22  -0.4997
C: 0.00 0.80 0.18  0.3729
O: 2.26 -1.53 0.70  -0.8969
O: 3.98 -0.29 -0.42  -0.9519
O: 0.77 0.74 1.13  -0.6887
O: 1.63 -0.30 -1.35  -0.9571
S: -0.09 2.03 -0.99  -0.5397
S: 2.64 0.04 -0.06  1.7732
H: -2.75 1.06 -0.39  0.2286
H: -3.25 -0.38 0.85  0.1911
H: -2.48 1.16 1.25  0.1956
H: -1.29 -0.93 -0.66  0.1999
H: -1.04 -0.99 1.07  0.1974
H: 1.83 -1.99 0.00  0.4653
H: 1.46 0.45 -1.96  0.5266

No. 4
The molecule C3H7OP. Source: the Open Molecules 2025 dataset; level of theory: the ωB97M-V functional and the def2-TZVPD basis.

lowest unoccupied orbital energy: 0.83 eV
net charge: 0
HOMO: -9.67 eV
frontier orbital gap: 0.38578 hartree

Last column: natural (NBO) charge in e.
CARTESIAN COORDINATES (ANGSTROEM)
C: -1.63 -1.24 0.17  -0.3260
C: -0.46 -1.04 -0.42  -0.5613
P: 0.92 -0.13 0.30  1.6262
C: 0.68 1.61 -0.16  -0.9819
O: 2.31 -0.77 -0.20  -1.0548
H: -2.41 -1.81 -0.31  0.2067
H: -1.85 -0.85 1.15  0.1932
H: -0.22 -1.45 -1.39  0.2425
H: 0.72 -0.17 1.68  -0.0926
H: 0.82 1.67 -1.24  0.2547
H: -0.32 1.94 0.11  0.2399
H: 1.43 2.23 0.32  0.2534

No. 5
The molecule C3H7OPS2. Source: the Open Molecules 2025 dataset; level of theory: the ωB97M-V functional and the def2-TZVPD basis.

lowest unoccupied orbital energy: -0.15 eV
net charge: 0
HOMO: -8.84 eV
frontier orbital gap: 0.31935 hartree

Last column: natural (NBO) charge in e.
CARTESIAN COORDINATES (ANGSTROEM)
C: -1.32 1.49 0.10  -0.3701
C: -1.60 0.30 0.56  -0.2260
C: -0.82 -0.94 0.24  -0.5692
P: 1.41 -0.50 0.10  1.1995
O: 1.58 1.06 0.51  -0.9644
S: 2.78 -1.66 0.88  -0.4975
S: 1.55 -0.10 -2.05  -0.3232
H: -1.99 2.30 0.07  0.2121
H: -0.46 1.50 -0.52  0.1949
H: -2.40 0.08 1.20  0.2040
H: -0.83 -1.22 -0.87  0.2362
H: -1.05 -1.91 0.68  0.2363
H: 1.14 1.02 1.35  0.4910
H: 2.00 -1.43 -2.23  0.1764

No. 6
The molecule C3H7OPS2. Source: the Open Molecules 2025 dataset; level of theory: the ωB97M-V functional and the def2-TZVPD basis.

lowest unoccupied orbital energy: 0.39 eV
net charge: 0
HOMO: -9.47 eV
frontier orbital gap: 0.36258 hartree

Last column: natural (NBO) charge in e.
CARTESIAN COORDINATES (ANGSTROEM)
C: 1.92 -0.19 1.24  -0.9210
P: 1.20 -0.15 -0.62  1.5523
O: 2.27 -0.32 -1.59  -1.0678
S: -0.01 1.53 -1.04  -0.0346
C: -1.40 0.87 -0.15  -0.5645
C: -1.78 -0.48 -0.71  -0.5289
S: -0.33 -1.61 -0.69  -0.0729
H: 1.24 -0.23 2.14  0.2378
H: 2.51 -1.06 1.08  0.2357
H: 2.62 0.52 1.50  0.2334
H: -2.27 1.59 -0.24  0.2490
H: -1.05 0.78 0.88  0.2204
H: -2.58 -0.96 -0.13  0.2329
H: -2.33 -0.29 -1.67  0.2282

No. 7
A cluster of 2 separate species, C3H7OS in total. Source: the Open Molecules 2025 dataset; level of theory: the ωB97M-V functional and the def2-TZVPD basis.

lowest unoccupied orbital energy: 4.14 eV
net charge: -1
HOMO: -2.71 eV
frontier orbital gap: 0.25147 hartree

Last column: natural (NBO) charge in e.
CARTESIAN COORDINATES (ANGSTROEM)
C: 0.72 -0.99 1.82  -0.7474
S: 1.95 0.23 1.19  -0.6890
H: 0.40 -1.81 1.21  0.1706
H: -0.19 -0.48 2.21  0.1743
H: 1.08 -1.32 2.81  0.1835
C: -0.74 -0.21 -1.58  -0.5746
C: -0.83 1.13 -1.48  0.1577
O: -0.17 1.90 -0.57  -0.7366
H: -1.30 -0.67 -2.37  0.1817
H: -0.15 -0.80 -0.90  0.2243
H: -1.16 1.75 -2.31  0.1516
H: 0.38 1.28 -0.03  0.5039

No. 8
A structure of composition C3H7OS. Source: the Open Molecules 2025 dataset; level of theory: the ωB97M-V functional and the def2-TZVPD basis.

lowest unoccupied orbital energy: 4.21 eV
net charge: -1
HOMO: -2.62 eV
frontier orbital gap: 0.25116 hartree

Last column: natural (NBO) charge in e.
CARTESIAN COORDINATES (ANGSTROEM)
C: 1.88 1.33 1.00  -0.7361
S: 0.93 0.23 -0.07  -0.5677
H: 1.71 2.41 0.74  0.1719
H: 1.82 1.21 2.10  0.1733
H: 2.97 1.19 0.79  0.1749
O: -0.89 -2.18 0.60  -0.6632
C: -0.72 -1.44 -0.40  0.3856
C: -1.75 -0.45 -0.82  -0.7175
H: 0.00 -1.86 -1.19  0.1249
H: -2.67 -0.95 -1.12  0.1931
H: -1.38 0.19 -1.63  0.2213
H: -1.92 0.31 0.01  0.2394